i) # C7H13NO

2 unconnected molecules or ions with the total composition C7H13NO (wB97M-V/def2-TZVPD, the OMol25 dataset).

Values from the calculation:
- Kohn-Sham gap (eV) = 9.581

The geometry in XYZ format:
```
22
Properties=species:S:1:pos:R:3:nbo_charge:R:1
C -0.010 1.616 0.863 -0.69
C -1.256 0.806 1.039 0.43
C -2.568 1.501 0.839 -0.65
N -1.222 -0.338 1.791 -0.37
O -1.462 -0.746 0.426 -0.47
H -0.150 2.507 0.251 0.23
H 0.745 0.998 0.368 0.26
H 0.424 1.918 1.818 0.23
H -2.607 2.389 1.474 0.22
H -2.659 1.815 -0.202 0.23
H -3.386 0.825 1.064 0.24
H -0.284 -0.641 2.059 0.34
C 1.524 -2.196 0.107 -0.38
C 2.268 -1.491 -0.746 -0.23
C 1.787 -0.769 -1.924 -0.24
C 0.518 -0.483 -2.209 -0.37
H 0.464 -2.341 -0.037 0.21
H 1.987 -2.843 0.839 0.20
H 3.350 -1.546 -0.655 0.20
H 2.562 -0.443 -2.610 0.20
H -0.293 -0.732 -1.537 0.22
H 0.268 0.191 -3.017 0.19
```

***

ii) # C7H13NO

A molecular structure, C7H13NO (wB97M-V/def2-TZVPD, the OMol25 dataset).

Values from the calculation:
- Kohn-Sham gap (eV) = 8.178

The geometry in XYZ format:
```
22
Properties=species:S:1:pos:R:3:nbo_charge:R:1
C 1.399 0.379 -0.922 0.37
C 2.200 1.260 0.020 -0.69
C -2.102 -0.904 -0.111 -0.24
C -2.622 -0.697 -1.318 -0.35
O 0.560 0.911 -1.701 -0.66
H -0.837 1.398 -0.809 0.42
H 1.974 -0.480 -1.309 0.15
H -2.232 -1.859 0.384 0.21
H 2.779 1.958 -0.588 0.23
H 2.883 0.675 0.636 0.22
H 1.551 1.850 0.669 0.21
H -2.454 0.220 -1.863 0.20
H -3.221 -1.455 -1.802 0.20
C -1.244 0.050 0.611 0.07
C 0.452 -0.948 0.350 -0.33
C 1.088 -1.220 1.493 -0.36
N -1.206 1.340 0.168 -0.80
H -0.711 1.976 0.779 0.37
H -1.309 -0.034 1.691 0.21
H 0.287 -1.768 -0.344 0.19
H 1.266 -0.454 2.241 0.18
H 1.496 -2.198 1.726 0.19
```

***

Which one sits at the top of the stability order? ii) does.

***

i) # CH11NO3

A molecular structure, CH11NO3 (wB97M-V/def2-TZVPD, the OMol25 dataset).

Values from the calculation:
- Kohn-Sham gap (eV) = 10.204

The geometry in XYZ format:
```
16
Properties=species:S:1:pos:R:3:nbo_charge:R:1
H 0.210 0.246 0.867 0.47
O 0.204 1.519 1.101 -1.08
N 0.099 -1.046 0.787 -0.78
H -0.687 1.746 0.966 0.45
H 0.425 -1.406 1.659 0.38
H 0.851 -1.498 0.201 0.42
C -1.302 -1.565 0.668 -0.43
H -1.597 -1.892 -0.342 0.23
H -1.419 -2.486 1.444 0.20
H -2.065 -0.714 1.181 0.22
O 0.723 2.456 -1.078 -1.03
H 1.489 2.756 -1.543 0.46
H 0.918 2.156 -0.119 0.51
O 0.844 -0.473 -1.931 -0.98
H 1.228 0.333 -1.484 0.50
H 0.079 -0.133 -2.377 0.48
```

***

ii) # CH11NO3

4 unconnected molecules or ions with the total composition CH11NO3 (wB97M-V/def2-TZVPD, the OMol25 dataset).

Values from the calculation:
- Kohn-Sham gap (eV) = 9.709

The geometry in XYZ format:
```
16
Properties=species:S:1:pos:R:3:nbo_charge:R:1
C -1.294 -1.598 -0.953 -0.41
N -0.207 -1.518 0.015 -0.85
H -1.241 -0.957 -1.832 0.19
H -2.259 -1.307 -0.491 0.16
H -1.423 -2.655 -1.202 0.19
H -0.044 -0.582 0.355 0.35
H -0.351 -2.162 0.774 0.36
O -1.021 3.162 -0.267 -0.92
H -1.067 2.296 -0.689 0.46
H -0.255 3.485 -0.702 0.46
O -2.766 1.572 4.806 -0.93
H -3.221 2.155 4.184 0.46
H -2.565 2.224 5.494 0.46
O 6.229 -1.163 -3.319 -0.93
H 5.323 -0.869 -3.151 0.46
H 6.161 -2.082 -3.022 0.46
```

***

Which one sits at the top of the stability order? ii) does.

***

i) # C6H8N2S

C6H8N2S in the gas phase (wB97M-V/def2-TZVPD, the OMol25 dataset).

Values from the calculation:
- Kohn-Sham gap (alpha / beta) (eV) = 6.945 / 6.944

The geometry in XYZ format:
```
17
Properties=species:S:1:pos:R:3:nbo_charge:R:1
C 1.687 -0.588 0.288 -0.21
C 0.591 -1.355 0.324 -0.22
C -0.842 1.099 -0.090 -0.08
C 1.644 0.786 -0.311 -0.45
C 0.475 1.604 0.240 -0.55
C -0.698 -1.035 -0.365 -0.11
N -2.921 -1.075 -0.290 -0.45
N -1.790 -1.560 0.154 -0.25
S -2.393 1.372 0.045 0.37
H 2.590 -0.789 0.906 0.21
H 0.551 -2.248 0.940 0.22
H 2.698 1.196 -0.248 0.23
H 1.542 0.551 -1.393 0.22
H 0.661 2.583 -0.203 0.25
H 0.507 1.789 1.324 0.27
H -0.620 -0.622 -1.443 0.21
H -3.682 -1.708 0.120 0.33
```

***

ii) # C6H8N2S

C6H8N2S in the gas phase (wB97M-V/def2-TZVPD, the OMol25 dataset).

Values from the calculation:
- Kohn-Sham gap (eV) = 9.423

The geometry in XYZ format:
```
17
Properties=species:S:1:pos:R:3:nbo_charge:R:1
S 2.705 -0.401 -0.632 -0.04
C 1.458 -0.026 0.672 -0.32
C 0.939 1.450 0.538 -0.42
C -0.382 1.431 -0.290 -0.22
N -0.828 0.113 -0.202 -0.35
C -1.979 -0.564 -0.580 -0.11
C -1.743 -1.860 -0.105 -0.07
N -0.491 -2.012 0.471 -0.48
C -0.010 -0.808 0.366 0.38
H 2.638 -1.711 -0.494 0.13
H 1.815 -0.390 1.569 0.22
H 1.718 2.150 0.064 0.23
H 0.690 1.758 1.542 0.23
H -1.224 2.104 -0.086 0.21
H -0.394 1.603 -1.337 0.20
H -2.610 -0.133 -1.172 0.20
H -2.301 -2.706 -0.323 0.20
```

***

Which one sits at the top of the stability order? ii) does.

***

i) # C6H8N2S

A molecular structure, C6H8N2S (wB97M-V/def2-TZVPD, the OMol25 dataset).

Values from the calculation:
- Kohn-Sham gap (alpha / beta) (eV) = 8.161 / 8.162

The geometry in XYZ format:
```
17
Properties=species:S:1:pos:R:3:nbo_charge:R:1
C -1.310 0.821 -0.460 -0.27
C -2.494 0.056 -0.321 -0.16
C 1.105 1.103 0.244 -0.45
C 2.271 0.223 0.621 -0.49
C 0.198 -1.104 -0.461 -0.52
C -0.099 0.244 -0.227 -0.01
N -2.360 -1.068 0.305 -0.03
N -1.535 -1.741 0.803 -0.09
S 1.918 -1.418 -0.178 0.21
H -1.292 1.867 -0.432 0.21
H -3.482 0.180 -0.804 0.22
H 0.950 1.849 0.965 0.23
H 1.251 1.756 -0.635 0.22
H 3.194 0.458 0.153 0.23
H 2.402 0.036 1.682 0.22
H -0.560 -1.736 0.155 0.24
H -0.158 -1.525 -1.410 0.25
```

***

ii) # C6H8N2S

2 unconnected molecules or ions with the total composition C6H8N2S (wB97M-V/def2-TZVPD, the OMol25 dataset).

Values from the calculation:
- Kohn-Sham gap (eV) = 8.480

The geometry in XYZ format:
```
17
Properties=species:S:1:pos:R:3:nbo_charge:R:1
C 0.197 0.454 2.126 -0.62
C 0.709 0.941 0.801 -0.15
C 1.537 2.021 0.489 -0.05
N 1.912 1.966 -0.734 -0.26
N 1.156 0.936 -1.273 -0.38
C 0.366 0.345 -0.389 -0.04
H 1.066 -0.107 2.586 0.21
H -0.032 1.186 2.863 0.22
H -0.602 -0.233 2.021 0.21
H 1.902 2.589 1.267 0.20
H 1.443 0.738 -2.275 0.42
H -0.175 -0.774 -0.728 0.22
C -2.354 -1.905 -0.980 -0.60
C -1.439 -2.139 -1.831 -0.12
S -0.232 -2.712 -2.483 0.21
H -3.371 -2.238 -1.060 0.26
H -2.082 -1.068 -0.399 0.25
```

***

Which one sits at the top of the stability order? ii) does.

***

i) # C9H16N2O5S

A molecular structure, C9H16N2O5S (wB97M-V/def2-TZVPD, the OMol25 dataset).

Values from the calculation:
- Kohn-Sham gap (eV) = 9.648

The geometry in XYZ format:
```
33
Properties=species:S:1:pos:R:3:nbo_charge:R:1
C -2.721 -2.707 -0.282 -0.27
C -2.492 -0.591 0.643 0.42
C -1.771 0.504 1.274 0.42
C 0.092 1.560 2.222 -0.10
C 1.596 1.368 2.378 -0.08
C 2.422 0.554 0.291 -0.10
C 2.529 1.159 -1.104 -0.08
C 1.614 -0.761 -2.199 -0.08
C 0.190 -0.213 -2.342 -0.09
H -2.091 -3.548 -0.499 0.20
H -3.203 -2.372 -1.202 0.21
H -3.495 -2.987 0.417 0.20
H -0.106 2.538 1.666 0.20
H -0.419 1.615 3.186 0.20
H 1.937 2.097 3.126 0.20
H 1.813 0.337 2.756 0.18
H 3.332 -0.051 0.534 0.17
H 1.519 -0.113 0.355 0.18
H 3.407 1.795 -1.162 0.20
H 1.674 1.819 -1.268 0.16
H 1.828 -1.399 -3.054 0.20
H 1.629 -1.443 -1.308 0.15
H -0.016 0.499 -1.523 0.15
H 0.085 0.340 -3.270 0.18
H -0.859 -1.555 -1.431 0.48
N -3.770 -0.384 0.525 -0.63
N -2.538 1.507 1.614 -0.64
O -1.855 -1.713 0.282 -0.49
O -0.459 0.452 1.491 -0.49
O 2.320 1.631 1.201 -0.54
O 2.638 0.207 -2.134 -0.52
O -0.740 -1.273 -2.339 -0.73
S -4.092 1.129 1.158 0.76
```

***

ii) # C9H16N2O5S

C9H16N2O5S in the gas phase (wB97M-V/def2-TZVPD, the OMol25 dataset).

Values from the calculation:
- Kohn-Sham gap (eV) = 8.899

The geometry in XYZ format:
```
33
Properties=species:S:1:pos:R:3:nbo_charge:R:1
C -0.737 -1.517 4.789 -0.75
S 1.099 -1.259 4.908 0.17
C 1.610 -1.667 3.200 -0.51
C 1.164 -0.686 2.165 -0.42
C 1.737 -1.032 0.778 -0.12
N 3.156 -0.987 0.849 -0.81
C 1.133 -0.043 -0.270 0.67
O 1.759 0.951 -0.624 -0.65
N -0.123 -0.281 -0.689 -0.62
C -0.793 0.669 -1.582 -0.15
C -0.233 0.594 -2.998 -0.51
C -0.796 1.729 -3.885 0.81
O -1.200 1.529 -5.019 -0.59
O -0.791 2.942 -3.261 -0.69
C -2.289 0.301 -1.477 0.80
O -2.744 -0.689 -0.908 -0.60
O -3.041 1.078 -2.274 -0.68
H -1.245 -0.722 4.239 0.21
H -1.094 -1.518 5.850 0.23
H -0.972 -2.544 4.361 0.22
H 1.261 -2.699 2.993 0.20
H 2.676 -1.702 3.261 0.24
H 0.107 -0.528 2.241 0.21
H 1.678 0.261 2.485 0.21
H 1.384 -2.051 0.501 0.19
H 3.415 -0.026 0.798 0.38
H 3.453 -1.446 0.018 0.36
H -0.710 -1.044 -0.332 0.43
H -0.581 1.621 -1.171 0.26
H -0.486 -0.321 -3.481 0.24
H 0.842 0.663 -3.005 0.27
H -1.162 3.578 -3.915 0.50
H -4.013 0.927 -2.124 0.51
```

***

Which one sits at the top of the stability order? ii) does.